Density functional theory data (wB97M-V/def2-TZVPD) for a structure of composition C34H46BCaNO9S in a non-equilibrium geometry.

The geometry in XYZ format:
```
93
Properties=species:S:1:pos:R:3:forces:R:3
Ca 0.83552 -0.21633 0.49784 0.2 1.0 0.4
C -2.54019 6.75495 0.12570 0.0 0.0 0.0
C -3.26119 5.40542 -0.01385 0.0 0.0 0.0
C -3.64653 5.23432 -1.48526 0.0 0.0 0.1
C -4.55870 5.44581 0.80829 0.0 0.0 0.0
C -2.35678 4.27660 0.48810 0.0 0.1 0.2
C -1.95864 3.21659 -0.32383 0.0 -0.1 -0.1
C -1.12990 2.18917 0.14130 0.0 0.0 -0.1
N -0.66884 1.08876 -0.58152 -0.1 -0.1 -0.1
C -1.12790 0.67795 -1.80114 -0.1 -0.1 0.0
C -2.39785 0.96620 -2.33887 0.0 0.1 0.1
C -2.76202 0.59859 -3.62299 0.1 0.0 -0.1
C -1.79802 0.00950 -4.42731 -0.1 0.0 0.1
C -0.53835 -0.36362 -3.93742 0.2 -0.1 0.0
C -0.29056 -0.19465 -2.57415 0.0 0.1 0.0
O 0.80028 -0.76018 -1.91016 -0.1 0.1 -0.1
C 0.48223 -0.81721 -5.00487 0.1 0.0 0.0
C 0.62850 0.33062 -6.02935 0.0 0.0 0.1
C 1.89925 -1.06894 -4.48463 0.0 0.0 0.0
C -0.00567 -2.07159 -5.74271 0.0 0.1 0.1
C -4.15927 0.86120 -4.18718 -0.1 0.0 0.0
C -4.06420 1.81439 -5.38770 0.0 0.0 0.0
C -4.78242 -0.46634 -4.64204 0.0 0.0 0.0
C -5.09394 1.49595 -3.15535 0.1 0.0 0.0
C -0.57392 2.29628 1.46330 -0.2 0.1 0.2
O 0.33860 1.42826 1.85314 -0.1 0.1 -0.1
C -1.03571 3.33161 2.30972 0.1 -0.1 -0.1
C -1.91500 4.29215 1.80597 0.0 0.0 -0.1
C -0.54221 3.39902 3.75911 0.0 0.0 0.1
C 0.97722 3.63394 3.78718 -0.1 0.0 0.0
C -1.19742 4.53895 4.54670 0.0 0.0 0.0
C -0.87951 2.08863 4.49008 0.0 0.1 -0.1
H -3.17665 7.57556 -0.22475 0.0 0.0 0.0
H -1.62124 6.74820 -0.46490 0.0 0.0 0.0
H -2.26753 6.95013 1.16424 0.0 0.0 0.0
H -4.28582 6.06433 -1.80061 0.0 0.0 0.0
H -4.19671 4.30429 -1.64008 0.0 0.0 0.0
H -2.76189 5.22002 -2.12474 0.0 0.0 0.0
H -5.21851 6.24898 0.46059 0.0 0.0 0.0
H -4.34799 5.60969 1.86651 0.0 0.0 0.0
H -5.08689 4.49441 0.71472 0.0 0.0 0.0
H -2.27689 3.19400 -1.35500 0.0 0.0 0.0
H -3.10575 1.45660 -1.68808 0.0 0.0 0.0
H -2.02539 -0.18844 -5.46620 0.0 0.0 -0.1
H 0.95795 1.24183 -5.52360 0.0 0.0 0.0
H -0.30401 0.55181 -6.54598 -0.1 0.0 0.0
H 1.37731 0.05815 -6.78018 0.0 0.0 0.0
H 2.25230 -0.23020 -3.88364 0.0 0.0 0.0
H 2.56949 -1.18787 -5.34172 0.0 0.0 0.0
H 1.97341 -1.96812 -3.88734 0.0 0.0 0.0
H -0.93343 -1.87434 -6.28455 0.0 0.0 0.0
H -0.18380 -2.87633 -5.03299 0.0 -0.1 0.0
H 0.74700 -2.40291 -6.46561 0.0 0.0 0.0
H -3.44631 1.38981 -6.18102 0.0 0.0 0.0
H -3.61476 2.76102 -5.07873 0.0 0.0 0.0
H -5.05785 2.01914 -5.79991 0.0 0.0 0.0
H -4.16776 -0.94612 -5.40499 0.0 0.0 0.0
H -5.78350 -0.30329 -5.05526 0.0 0.0 0.0
H -4.86093 -1.15076 -3.79503 0.0 0.0 0.0
H -4.71690 2.46791 -2.83288 0.0 0.0 0.0
H -5.20220 0.85874 -2.27602 0.0 0.0 0.0
H -6.08396 1.64482 -3.59590 0.0 0.0 0.0
H -2.25533 5.08679 2.45854 0.0 0.0 0.0
H 1.21595 4.59558 3.32314 0.0 0.0 0.0
H 1.47801 2.84023 3.23752 0.0 0.0 0.0
H 1.34284 3.65058 4.82067 0.0 0.0 0.0
H -0.96392 5.51652 4.11648 0.0 0.0 0.0
H -0.82124 4.52410 5.57383 0.0 0.0 0.0
H -2.28372 4.42136 4.58074 0.0 0.0 0.0
H -0.42086 1.24419 3.98139 0.0 0.0 0.0
H -1.96215 1.93848 4.50481 0.0 0.0 0.0
H -0.52040 2.12851 5.52494 0.0 0.0 0.0
O 1.54535 -4.23856 0.99552 0.1 0.2 -0.1
S 1.17525 -2.85640 1.10219 -0.3 -1.0 0.4
O 2.29312 -1.90660 1.18284 0.5 0.1 0.1
O 0.40350 -2.38622 -0.20803 -0.4 -0.1 -0.1
O 0.17369 -2.54145 2.11698 0.0 0.1 0.0
O -2.36893 -1.09148 1.43123 0.0 0.0 0.0
H -1.60344 -1.65509 1.62762 0.0 0.0 0.0
H -2.08576 -0.47023 0.74557 0.0 0.0 0.0
O 0.11177 -3.09632 -2.49272 0.1 0.1 0.0
B 0.89540 -2.19963 -1.61351 0.1 -0.4 -0.4
O 2.29932 -2.68339 -1.70726 -0.1 0.1 -0.1
C 2.23396 -3.87466 -2.32731 0.0 -0.1 0.0
C 3.24801 -4.77919 -2.55160 0.0 0.1 0.0
C 2.94262 -5.95473 -3.24935 0.0 0.0 0.0
C 1.65824 -6.20102 -3.70458 0.0 0.1 0.0
C 0.62923 -5.27608 -3.47813 0.0 0.0 0.0
C 0.93418 -4.12337 -2.78961 -0.1 0.0 -0.1
H 4.24602 -4.58404 -2.17998 0.0 0.0 0.0
H 3.72266 -6.68604 -3.42757 0.0 0.0 0.0
H 1.44019 -7.11898 -4.23779 0.0 0.0 0.0
H -0.38030 -5.45593 -3.82663 0.0 0.0 0.0
```
Positions in Å, forces in eV/Å.

## Properties
HOMO level, eV: -1.04
Net charge: -2
Gap between HOMO and LUMO, eV: 5.2
LUMO energy, eV: 4.175
Spin multiplicity: 1

=====

Density functional theory data (wB97M-V/def2-TZVPD) for a structure of composition C34H46ClN5O8OsSb2 in a non-equilibrium geometry.

The geometry in XYZ format:
```
97
Properties=species:S:1:pos:R:3:forces:R:3
Os -0.75151 0.99287 0.48247 -0.7 0.3 -1.6
C 2.11291 -4.76446 -3.48709 0.0 0.0 0.0
Sb 0.84290 -3.62032 -2.21559 -0.1 -0.1 -0.1
C 0.32961 -5.27928 -0.96007 0.1 0.1 0.0
C 2.44760 -2.71034 -1.00891 0.4 -0.4 0.1
C 3.50822 -3.64904 -0.55034 -0.4 0.4 -0.3
C 4.60477 -3.92214 -1.36508 0.1 0.0 -0.1
C 5.64111 -4.73424 -0.93772 -0.1 0.1 -0.1
C 5.62432 -5.28935 0.34323 -0.1 0.0 0.2
C 4.55534 -5.03555 1.16709 0.1 -0.1 0.1
C 3.46702 -4.25228 0.72872 -0.3 0.0 0.3
C 2.33532 -4.08240 1.60371 0.0 0.1 -0.8
Sb 2.42202 -1.96511 2.64955 -0.1 1.1 1.4
C 1.45584 -2.46592 4.47351 -0.1 0.1 -0.1
C 4.41379 -1.93848 3.37070 0.1 0.2 -0.3
H 2.81392 -5.34850 -2.89357 0.0 0.0 0.0
H 2.65877 -4.11101 -4.16563 0.0 0.0 0.0
H 1.48815 -5.43569 -4.07457 0.0 0.0 0.0
H 1.22163 -5.81604 -0.63725 0.0 0.0 0.0
H -0.28598 -5.94870 -1.56022 0.0 0.0 0.0
H -0.25063 -4.96287 -0.09419 0.0 -0.1 0.0
H 1.93324 -2.19036 -0.20019 0.0 0.1 0.0
H 2.84339 -1.97583 -1.71041 0.1 0.0 0.1
H 4.64410 -3.47866 -2.35274 0.0 0.0 0.0
H 6.47630 -4.93001 -1.59701 0.0 0.0 0.0
H 6.44240 -5.90915 0.68224 0.0 0.0 0.0
H 4.52373 -5.46242 2.16316 0.0 0.0 0.0
H 2.34674 -4.68281 2.51342 0.0 0.2 0.2
H 1.35283 -4.00624 1.15459 0.0 0.0 0.0
H 2.13266 -3.08675 5.05917 0.0 0.0 0.0
H 0.52704 -3.00175 4.29012 0.0 0.0 0.0
H 1.24651 -1.54758 5.01854 0.0 0.0 0.0
H 4.54784 -2.78716 4.04085 -0.1 0.0 0.0
H 4.55140 -1.00908 3.91907 0.0 0.0 0.0
H 5.13039 -1.99772 2.55449 0.0 0.0 0.0
C -2.20373 -2.18461 0.10163 0.0 0.0 0.0
N -2.19392 -1.66974 -1.26130 -0.4 -0.1 0.1
C -3.23597 -2.18791 -2.15589 0.1 0.0 0.0
C -3.36337 -1.32317 -3.39156 0.0 0.0 0.0
C -1.98762 -1.09754 -3.98087 0.0 0.0 0.1
N -1.11796 -0.50760 -2.96344 -0.1 0.2 -0.3
C -0.06965 0.39366 -3.43021 -0.1 -0.1 0.1
C -1.24008 -0.84406 -1.68672 0.7 0.3 0.3
O -0.35146 -0.40577 -0.83537 0.2 -1.2 -0.4
H -3.22751 -2.45064 0.35542 0.0 0.0 0.0
H -1.85507 -1.44553 0.81940 0.0 0.1 0.0
H -1.57741 -3.07472 0.18491 0.0 -0.1 0.0
H -4.17104 -2.19599 -1.59678 0.0 0.0 0.0
H -3.00037 -3.22219 -2.42110 0.0 0.0 0.0
H -3.80282 -0.35862 -3.12614 0.0 0.0 0.0
H -4.01382 -1.80675 -4.11790 0.0 0.0 0.0
H -2.02686 -0.40884 -4.82273 0.0 0.0 0.0
H -1.55154 -2.03547 -4.33592 0.0 0.0 0.0
H -0.51825 1.16940 -4.04973 0.0 0.0 0.0
H 0.65901 -0.15742 -4.02563 0.0 0.0 -0.1
H 0.43832 0.85269 -2.59047 0.0 0.0 0.0
Cl 2.73754 6.79549 1.80018 0.0 0.0 0.0
C 2.41314 5.10880 1.93474 0.0 0.0 0.0
C 2.07028 4.38695 0.79956 0.0 0.0 0.1
C 1.81259 3.03187 0.91437 0.1 0.0 -0.2
C 1.89943 2.40268 2.15150 0.2 -0.1 0.3
C 2.27685 3.13347 3.27615 0.1 0.0 0.0
C 2.51891 4.49056 3.17525 0.0 0.0 0.0
C 1.66521 0.94606 2.28856 -1.7 -0.1 -1.5
O 2.32326 0.28404 3.12007 1.2 -1.7 0.5
O 0.80380 0.32818 1.55655 1.7 0.4 1.0
H 2.01301 4.88567 -0.15758 0.0 0.0 0.0
H 1.59444 2.45862 0.02205 -0.1 0.0 0.1
H 2.37438 2.63250 4.23070 0.0 0.0 0.0
H 2.79956 5.07101 4.04300 0.0 0.0 0.0
C -0.95590 3.90106 3.23446 -0.2 0.0 0.0
N -2.32855 3.54698 2.89248 0.0 0.3 0.2
C -2.66634 2.39365 2.33717 0.9 -0.8 -0.1
N -3.94006 2.16184 2.00246 -0.3 0.1 0.0
O -1.79634 1.46975 2.15717 -0.7 0.8 1.2
H -0.95057 4.43186 4.18327 0.0 0.0 0.0
H -0.51245 4.52449 2.45837 0.0 0.0 0.0
H -0.37469 2.99116 3.33242 -0.1 0.0 0.0
H -3.03982 4.25134 3.00925 0.0 0.0 0.0
H -4.68538 2.79347 2.24139 0.0 0.0 0.0
H -4.17202 1.26674 1.60928 0.1 0.0 0.0
O -1.13551 3.10682 0.14092 0.1 -0.1 0.3
C -2.16388 2.79575 -0.53217 0.1 -0.5 0.0
O -2.36402 1.54034 -0.66028 -0.7 0.6 -0.4
C -3.07706 3.79504 -1.10116 0.0 0.2 0.0
C -4.24254 3.38569 -1.74519 0.0 0.0 0.0
C -5.10578 4.33209 -2.26697 0.0 0.0 0.0
C -4.77603 5.66734 -2.12258 -0.1 0.1 -0.1
C -3.62958 6.10038 -1.48541 0.0 0.0 0.0
C -2.76876 5.14705 -0.96840 -0.1 0.0 0.0
N -5.70261 6.68767 -2.68308 0.1 -0.1 0.1
O -6.67687 6.27717 -3.27216 0.0 0.0 0.0
O -5.41256 7.84827 -2.50553 0.0 0.1 0.0
H -4.46736 2.33082 -1.82870 0.0 0.0 0.0
H -6.01625 4.06015 -2.77998 0.0 0.0 0.0
H -3.42783 7.15838 -1.40606 0.0 0.0 0.0
H -1.85617 5.44399 -0.46974 0.0 0.0 0.0
```
Positions in Å, forces in eV/Å.

## Properties
HOMO level (alpha / beta), eV: -11.47 / -11.43
Net charge: +2
Gap between HOMO and LUMO (alpha / beta), eV: 3.4 / 3.4
LUMO energy (alpha / beta), eV: -8.061 / -8.078
Spin multiplicity: 1

=====

Density functional theory data (wB97M-V/def2-TZVPD) for a structure of composition C34H47Cl3HfO3P4 in a non-equilibrium geometry.

The geometry in XYZ format:
```
92
Properties=species:S:1:pos:R:3:forces:R:3
P 2.97472 -2.54529 -0.68861 -0.1 -0.8 -0.9
C 2.82741 -3.74161 0.57532 -0.4 -0.8 1.3
C 2.79095 -5.12622 0.25474 0.3 0.7 0.3
H 2.61858 -5.43223 -0.77742 0.2 0.1 0.2
C 3.03878 -6.06193 1.24964 -0.2 0.1 0.3
H 3.07335 -7.12492 0.99610 0.0 0.4 0.1
C 3.26398 -5.63941 2.56948 -0.1 0.4 -0.1
H 3.51661 -6.37239 3.33790 -0.2 0.2 -0.2
C 3.15702 -4.27949 2.91350 0.1 -0.5 -0.1
H 3.27505 -3.96672 3.94901 0.0 -0.1 -0.2
C 2.92236 -3.32599 1.93017 0.1 -0.7 -0.8
H 2.83566 -2.26797 2.16738 0.2 -0.2 0.0
C 1.71050 -2.35709 -1.89653 -0.5 0.2 -0.4
C 0.46318 -3.01120 -1.72643 0.5 0.2 0.0
H 0.25189 -3.50113 -0.76962 0.0 0.2 -0.4
C -0.42210 -3.08812 -2.79108 0.0 0.1 -0.4
H -1.36855 -3.62664 -2.67104 0.3 0.2 -0.1
C -0.08287 -2.51786 -4.02814 -0.4 0.0 0.0
H -0.75896 -2.63249 -4.87707 0.2 0.0 0.2
C 1.12057 -1.82176 -4.19122 -0.1 0.1 0.2
H 1.37993 -1.37895 -5.15805 -0.1 -0.2 0.3
C 2.01451 -1.71738 -3.13231 -0.4 -0.4 0.5
H 2.98056 -1.22713 -3.25386 -0.2 -0.1 0.0
C 4.16453 -1.27505 -0.54553 0.2 1.1 0.4
C 5.54193 -1.56169 -0.66266 -0.5 0.6 -0.1
H 5.87860 -2.59388 -0.70731 -0.1 0.2 -0.1
C 6.44632 -0.50787 -0.78235 -0.3 0.1 0.2
H 7.50828 -0.72307 -0.92241 -0.4 0.2 0.1
C 5.97604 0.81210 -0.74969 0.0 0.2 0.0
H 6.68047 1.63753 -0.88247 -0.2 -0.3 0.1
C 4.61628 1.09966 -0.55147 0.2 -0.1 -0.1
H 4.25888 2.13051 -0.50446 0.3 -0.2 0.0
C 3.70196 0.06129 -0.42728 1.1 -0.5 -0.2
H 2.65363 0.24781 -0.21742 0.1 -0.1 -0.1
Hf -1.53754 0.60903 1.93395 -3.7 -1.9 2.2
C -2.37029 1.58727 -0.09822 0.9 0.1 -0.3
C -1.59594 1.53693 -1.20372 -0.2 -0.1 0.3
H -3.32229 2.14010 -0.10348 0.2 -0.4 -0.2
C -0.22906 0.83354 -1.05329 0.4 1.4 -0.6
O 0.78321 1.67228 -1.66656 -0.1 -0.5 0.0
H 1.61310 1.16441 -1.74606 -0.4 0.1 0.0
C 0.00090 0.63620 0.38569 -0.3 -1.8 -1.1
H -0.26243 -0.17142 -1.52174 0.3 0.3 0.0
C 0.45873 1.16001 1.55253 2.8 3.3 -0.5
Cl -0.80144 -0.68193 3.81373 -0.2 -0.2 0.0
P 0.62942 2.96550 2.07368 1.2 -0.9 -1.0
P -3.00395 -1.38319 1.12119 -0.8 -0.9 -0.2
C 0.21242 3.13794 3.81320 0.1 0.1 0.2
H 0.32383 2.18103 4.33927 0.0 0.2 -0.1
H -0.81824 3.50441 3.92871 0.3 -0.2 -0.1
H 0.90192 3.87990 4.24001 -0.2 -0.2 0.0
C 2.37405 3.20676 1.75952 0.5 0.8 0.3
H 2.55091 3.35163 0.68501 -0.2 -0.1 0.3
H 2.92850 2.32107 2.09817 -0.2 0.2 -0.1
H 2.73276 4.08879 2.30268 0.1 -0.1 -0.2
C -0.40480 4.09455 1.13867 -0.2 0.3 -0.3
H -1.43722 4.08821 1.52089 0.3 -0.1 -0.1
H -0.40913 3.84093 0.06888 0.1 0.0 0.4
H -0.00728 5.11438 1.26384 0.0 -0.3 0.0
C -4.30888 -1.50339 2.38943 -0.1 0.2 0.2
H -5.18917 -0.93415 2.07133 0.1 -0.1 0.1
H -3.97310 -1.08080 3.34463 -0.1 -0.2 -0.1
H -4.57169 -2.55882 2.52573 -0.1 0.3 0.0
C -3.92914 -1.27991 -0.43406 0.0 0.2 -0.4
H -3.23278 -1.34491 -1.27970 -0.1 -0.1 0.2
H -4.42831 -0.30648 -0.49454 0.0 -0.2 0.0
H -4.67286 -2.08489 -0.50334 0.2 0.2 0.1
C -2.29407 -3.05049 1.09712 0.5 -0.2 0.1
H -1.37412 -3.05911 1.69388 -0.2 -0.1 -0.1
H -2.05346 -3.34800 0.06952 0.0 0.1 0.2
H -3.01223 -3.75455 1.53527 0.2 0.1 -0.2
P -2.07740 2.22033 -2.83691 0.7 -0.8 0.9
C -3.72494 2.90397 -2.68717 -0.2 0.0 -0.2
C -2.04348 0.86225 -4.01914 -0.2 0.1 -0.3
H -3.81837 3.47176 -1.75344 0.0 -0.1 -0.3
H -4.46985 2.09776 -2.70666 0.2 0.2 0.1
H -3.89560 3.56929 -3.54328 0.0 -0.1 0.2
H -1.01700 0.49458 -4.16003 -0.2 0.1 0.1
H -2.42929 1.22503 -4.98327 0.1 -0.2 0.2
H -2.67626 0.03369 -3.66918 0.2 0.3 -0.1
C -0.91724 3.48939 -3.35108 0.0 0.1 -0.2
H -0.93108 4.30645 -2.61699 0.0 -0.2 -0.2
H -1.22626 3.86552 -4.33704 0.1 0.0 0.3
H 0.09219 3.06057 -3.40068 -0.4 0.1 0.0
H 1.11357 0.50025 2.17199 -1.2 0.2 0.1
Cl -3.44887 4.80119 3.49006 -0.4 0.1 -0.1
C -4.56984 3.45896 3.16440 0.3 -0.3 -0.1
Cl -5.14347 3.40527 1.46439 0.0 0.3 0.4
C -3.79075 2.17538 3.40084 -0.3 -0.8 0.8
O -4.19663 1.33705 4.18319 0.7 0.9 -1.1
O -2.68157 2.09053 2.66045 -0.5 0.0 0.7
H -5.42824 3.49454 3.83889 0.2 0.2 -0.3
```
Positions in Å, forces in eV/Å.

## Properties
HOMO level (alpha / beta), eV: -10.67 / -10.67
Net charge: +2
Gap between HOMO and LUMO (alpha / beta), eV: 3.6 / 3.6
LUMO energy (alpha / beta), eV: -7.078 / -7.106
Spin multiplicity: 1

=====

Going through the records in order, we get relative energy (zero: lowest compared OMol25 entry of this formula, charge and spin) values of 0.00 457.92 0.00 kJ/mol.